No. 1
DFT (ωB97M-V/def2-TZVPD) results for a molecular structure, C28H47CaGeINO3SSi3.

Properties
* ΔE to the lowest compared entry with this formula, charge and spin: 50.61 kJ/mol
* total charge: -1
* gap between HOMO and LUMO: 6.8 eV
* E_LUMO: 2.4 eV
* HOMO energy: -0.1594 hartree

CARTESIAN COORDINATES (ANGSTROEM)
Ca -1.0004 0.4230 0.5911
C -1.4806 3.1678 -0.9461
O -1.9369 1.8211 -0.9159
C -2.4428 1.3455 -2.1475
C -3.0253 -0.0254 -1.9262
O -2.0254 -0.8553 -1.3230
C -2.4006 -2.2272 -1.3368
H -2.2915 3.8246 -1.2713
H -0.6203 3.2633 -1.6121
H -1.2078 3.4360 0.0722
H -1.6373 1.3068 -2.8831
H -3.2320 2.0146 -2.5083
H -3.3229 -0.4456 -2.8937
H -3.8909 0.0219 -1.2604
H -2.3376 -2.6148 -2.3578
H -3.4162 -2.3535 -0.9536
H -1.7131 -2.7633 -0.6884
O -1.8441 1.9223 2.0139
N -2.7325 1.5641 2.9392
C -2.2450 1.4028 4.1929
C -3.0225 0.9817 5.2287
C -4.3735 0.7208 4.9631
C -4.8523 0.8990 3.6963
C -4.0397 1.3232 2.6110
S -4.6210 1.4745 1.0163
H -1.1904 1.6175 4.2721
H -2.5784 0.8457 6.2039
H -5.0315 0.3684 5.7480
H -5.8846 0.6947 3.4513
I 1.3097 0.3139 2.8626
C 0.3827 -1.2672 3.8860
C 1.0343 -1.7016 5.0049
C 0.4589 -2.7302 5.7854
C -0.7474 -3.2522 5.4257
C -1.4310 -2.7923 4.2705
C -2.7134 -3.3091 3.9520
C -3.3811 -2.8353 2.8646
C -2.7743 -1.8642 2.0281
C -1.5228 -1.3198 2.2361
C -0.8645 -1.7907 3.4278
H 1.9778 -1.2613 5.2976
H 0.9766 -3.0837 6.6687
H -1.2119 -4.0270 6.0267
H -3.1493 -4.0642 4.5982
H -4.3768 -3.2009 2.6354
H -3.3740 -1.5230 1.1830
C 4.2133 -1.7291 -2.2267
Si 2.5139 -1.5811 -1.4291
C 1.4505 -2.9087 -2.2364
C 2.7529 -2.1635 0.3438
Ge 1.3639 0.5153 -1.4454
Si 1.1658 0.8354 -3.8092
C -0.0868 -0.4039 -4.5159
C 2.6649 0.6132 -4.9306
C 0.5514 2.5638 -4.2693
Si 3.1587 2.0437 -1.0176
C 4.5070 2.2683 -2.3146
C 4.0825 1.7036 0.5918
C 2.4271 3.7687 -0.7939
H 4.5906 -2.7433 -2.0504
H 4.9285 -1.0215 -1.7985
H 4.1848 -1.5596 -3.3046
H 1.9944 -3.8598 -2.2613
H 1.1648 -2.6483 -3.2584
H 0.5308 -3.0588 -1.6651
H 3.1378 -3.1902 0.3503
H 1.8089 -2.1481 0.8956
H 3.4574 -1.5341 0.8931
H 0.4380 -1.3081 -4.8392
H -0.5960 0.0123 -5.3933
H -0.8372 -0.7121 -3.7850
H 3.1322 -0.3667 -4.8205
H 3.4364 1.3658 -4.7601
H 2.3158 0.7078 -5.9659
H -0.4714 2.7729 -3.9500
H 0.5928 2.6714 -5.3592
H 1.1933 3.3356 -3.8339
H 5.0076 1.3304 -2.5677
H 5.2543 2.9654 -1.9183
H 4.1116 2.6912 -3.2416
H 4.3552 0.6538 0.7154
H 3.4838 1.9896 1.4606
H 5.0007 2.3012 0.6136
H 1.9201 4.1131 -1.7000
H 3.2115 4.4943 -0.5479
H 1.6915 3.7749 0.0158

Löwdin atomic charge list, values in e, 4 entries:
1. Ca 0.9956
2. C -0.0779
3. O -0.4238
4. C -0.2004

No. 2
DFT (ωB97M-V/def2-TZVPD) results for a molecular structure, C28H47Cl42N3O2S2.

Properties
* gap between HOMO and LUMO: 8.4 eV
* E_LUMO: -0.9 eV
* HOMO energy: -0.3392 hartree

CARTESIAN COORDINATES (ANGSTROEM)
O 0.4855 -3.0598 1.7478
N -0.4039 -2.3164 1.6474
O -1.2585 -2.6595 0.5527
C -1.1844 -1.6893 -0.5349
C -0.0159 -0.7431 -0.4489
C 0.0290 0.3773 0.3317
C 1.2009 1.1947 0.4021
S 1.2086 2.6013 1.5128
C 2.3227 0.9057 -0.3191
C 2.2942 -0.2458 -1.1448
N 3.3120 -0.6746 -1.9133
S 2.7717 -1.9979 -2.6472
N 1.2817 -2.1051 -2.0538
C 1.1376 -1.0582 -1.2222
H -2.1424 -1.1741 -0.6136
H -1.0584 -2.2960 -1.4295
H -0.8341 0.6330 0.9333
H 1.0398 3.6452 0.6821
H 3.2207 1.5015 -0.2689
C 1.0134 6.1374 -1.4361
Cl 2.6208 5.4190 -1.3399
Cl -0.1669 5.0119 -2.1339
H 0.6926 6.4065 -0.4362
H 1.0621 7.0232 -2.0593
C 6.2260 -3.7103 -4.3461
Cl 5.7514 -2.0416 -4.0228
Cl 5.2323 -4.8531 -3.4285
H 6.1012 -3.9116 -5.4031
H 7.2609 -3.8347 -4.0495
C -2.5511 -1.4974 4.2337
Cl -2.6890 -0.1405 3.1136
Cl -1.3973 -1.1608 5.5303
H -3.5255 -1.6898 4.6671
H -2.2028 -2.3634 3.6817
C -1.4200 5.6463 -5.4177
Cl -1.0489 7.2666 -6.0210
Cl -3.0375 5.1120 -5.8942
H -0.6943 4.9529 -5.8258
H -1.3660 5.6657 -4.3363
C 6.0936 6.2339 -3.8211
Cl 6.2482 4.8806 -2.6891
Cl 4.8180 7.3550 -3.3320
H 7.0350 6.7684 -3.8515
H 5.8483 5.8409 -4.7985
C -4.8091 3.3030 2.1851
Cl -3.2954 2.5124 1.7258
Cl -4.8899 4.9236 1.4892
H -5.6460 2.7173 1.8234
H -4.8384 3.3840 3.2661
C 9.1832 5.1337 -6.5912
Cl 8.9535 6.8799 -6.4279
Cl 8.0810 4.2217 -5.5527
H 8.9958 4.8583 -7.6219
H 10.2004 4.8923 -6.3075
C -6.3550 0.4683 5.6738
Cl -5.7078 2.0949 5.9341
Cl -5.8789 -0.1830 4.1018
H -5.9721 -0.1833 6.4506
H -7.4372 0.5153 5.7129
C -2.4826 7.3245 -0.1712
Cl -2.4572 8.6195 -1.3718
Cl -1.3113 7.6233 1.1258
H -3.4747 7.2679 0.2614
H -2.2263 6.3902 -0.6569
C 6.8687 -8.0798 -2.4875
Cl 8.5604 -8.5692 -2.3236
Cl 5.8626 -9.3453 -3.2043
H 6.4820 -7.8498 -1.5000
H 6.8212 -7.2051 -3.1239
C 5.1784 -5.6503 0.7616
Cl 6.7639 -6.3482 0.3880
Cl 4.9907 -4.0362 0.0739
H 4.4119 -6.2952 0.3463
H 5.0822 -5.5855 1.8385
C -8.8924 -1.0819 1.4824
Cl -8.9326 -1.6980 3.1395
Cl -7.9910 0.4364 1.3748
H -8.4007 -1.8157 0.8550
H -9.9075 -0.9089 1.1462
C 6.4123 -1.4837 -8.2203
Cl 6.2708 -3.2485 -8.1949
Cl 5.2255 -0.6980 -7.1771
H 7.4043 -1.2135 -7.8788
H 6.2529 -1.1487 -9.2380
C -6.7273 8.2303 0.5369
Cl -6.0245 9.8384 0.7655
Cl -6.3116 7.5461 -1.0427
H -6.3487 7.5710 1.3091
H -7.8055 8.3101 0.6038
C -2.4545 -5.6267 0.8550
Cl -2.4007 -6.8169 -0.4540
Cl -3.9942 -5.6943 1.7276
H -1.6519 -5.8422 1.5507
H -2.3359 -4.6367 0.4359
C -8.1289 -4.9730 5.4415
Cl -8.1931 -5.6182 7.0849
Cl -7.2509 -3.4410 5.3552
H -7.6229 -5.6908 4.8072
H -9.1424 -4.8062 5.0959
C 0.8031 -8.4286 -1.8643
Cl 2.3948 -8.2385 -2.6106
Cl 0.7627 -9.8006 -0.7486
H 0.5648 -7.5276 -1.3119
H 0.0726 -8.5972 -2.6464
C -5.0044 -8.9036 2.9275
Cl -6.3364 -8.1617 3.8286
Cl -5.5113 -10.3833 2.1069
H -4.6592 -8.1936 2.1874
H -4.2114 -9.1477 3.6241
C 6.4220 4.4941 1.0167
Cl 8.0751 3.8719 1.0616
Cl 5.2874 3.3216 0.3385
H 6.1109 4.7255 2.0282
H 6.4037 5.3812 0.3937
C 1.9109 -2.9840 4.9960
Cl 2.0385 -1.2944 5.4861
Cl 1.2970 -4.0166 6.2951
H 1.2290 -3.0438 4.1563
H 2.8962 -3.3356 4.7146
C -3.9536 7.2572 5.0629
Cl -4.6082 7.4883 3.4388
Cl -4.7167 5.8922 5.8905
H -2.8917 7.0595 4.9770
H -4.1316 8.1563 5.6401

Löwdin atomic charge list, values in e, 4 entries:
1. O 0.1002
2. N -0.0076
3. O -0.1492
4. C -0.1076

No. 3
DFT (ωB97M-V/def2-TZVPD) results for a molecular structure, C28H47F3N4O4S2Sb2W.

Properties
* ΔE to the lowest compared entry with this formula, charge and spin: 421.25 kJ/mol
* total charge: +2
* gap between HOMO and LUMO (spin up / spin down): 5.4 / 5.4 eV
* E_LUMO (spin up / spin down): -6.5 / -6.5 eV
* HOMO energy (spin up / spin down): -0.4398 / -0.4399 hartree

CARTESIAN COORDINATES (ANGSTROEM)
W -0.3407 0.3007 -0.2943
C 3.1295 -1.6501 0.0672
Sb 1.1994 -1.6089 1.0519
C 0.9382 -3.7359 0.8172
C 2.1327 -1.8318 3.0705
C 3.4093 -1.0806 3.1904
C 4.6115 -1.7744 3.3245
C 5.8123 -1.1000 3.4691
C 5.8248 0.2854 3.4853
C 4.6364 0.9849 3.3679
C 3.4202 0.3217 3.2059
C 2.1627 1.1186 3.1016
Sb 1.5671 1.7386 1.0565
C 3.5369 2.4996 0.6113
C 0.7724 3.5910 1.8002
H 3.8919 -1.8176 0.8253
H 3.3358 -0.7211 -0.4627
H 3.1234 -2.4811 -0.6370
H 1.8803 -4.2166 1.0750
H 0.6802 -3.9618 -0.2157
H 0.1572 -4.1032 1.4810
H 2.2839 -2.9059 3.1515
H 1.4221 -1.5210 3.8350
H 4.5996 -2.8571 3.3345
H 6.7355 -1.6522 3.5742
H 6.7559 0.8210 3.6042
H 4.6422 2.0651 3.4304
H 2.2966 2.0806 3.5943
H 1.3204 0.6003 3.5571
H 3.4704 3.3311 -0.0868
H 4.1964 1.7223 0.2316
H 3.9334 2.8693 1.5498
H 1.5770 4.1104 2.3179
H -0.0532 3.3864 2.4811
H 0.4165 4.2065 0.9775
F 0.9025 3.4843 -1.5787
C -0.1655 3.1116 -2.3693
F -0.8408 4.2335 -2.5830
F 0.3242 2.6928 -3.5397
C -0.9783 2.0614 -1.6380
O -0.8150 2.1469 -0.3179
O -0.8469 0.7574 -2.0247
C -3.7602 -4.3513 -2.8283
N -2.9680 -3.6746 -1.8085
C -2.4439 -2.4599 -1.8171
S -1.8717 -1.8509 -0.2922
N -2.3702 -1.6853 -2.8912
C -2.3084 -2.1113 -4.2854
H -4.5484 -4.9117 -2.3307
H -3.1525 -5.0554 -3.3967
H -4.2224 -3.6367 -3.5017
H -2.8687 -4.1743 -0.9375
H -2.0617 -0.7366 -2.7263
H -3.2619 -1.9533 -4.7881
H -2.0156 -3.1554 -4.3531
H -1.5570 -1.5089 -4.7930
S 0.5708 -1.6027 -2.0015
C 1.6160 -0.4279 -2.6854
N 2.1676 -0.6541 -3.8963
C 2.9100 0.3155 -4.5133
C 3.1839 1.4310 -3.7839
C 2.6980 1.5499 -2.4862
N 1.8190 0.6563 -1.9462
H 1.9993 -1.5383 -4.3574
H 3.2187 0.1182 -5.5270
H 3.7796 2.2280 -4.2035
H 2.9330 2.4099 -1.8855
C -1.3883 -0.4307 3.6723
C -2.0693 0.0019 2.3815
C -2.9839 1.1897 2.6408
O -1.0976 0.3212 1.3804
H -2.1508 -0.7080 4.3975
H -0.8201 0.4046 4.0837
H -0.7455 -1.2982 3.5091
H -2.6544 -0.8413 1.9957
H -2.4243 2.0089 3.0959
H -3.7837 0.8958 3.3189
H -3.4212 1.5359 1.7093
C -5.1638 2.3541 -0.4099
C -5.6661 0.9198 -0.5981
C -4.3966 0.0974 -0.8443
O -3.2415 0.9301 -0.5899
C -3.7002 2.2848 -0.8277
H -5.2567 2.6663 0.6294
H -5.6975 3.0767 -1.0233
H -6.3393 0.8347 -1.4485
H -6.1910 0.5692 0.2876
H -4.3567 -0.2412 -1.8843
H -4.3361 -0.7631 -0.1833
H -3.5869 2.5082 -1.8951
H -3.0724 2.9615 -0.2536

Löwdin atomic charge list, values in e, 4 entries:
1. W 1.1028
2. C -0.2692
3. Sb 1.2834
4. C -0.2937

No. 4
DFT (ωB97M-V/def2-TZVPD) results for a molecular structure, C28H47HfN8O4.

Properties
* total charge: +3
* gap between HOMO and LUMO: 8.2 eV
* E_LUMO: -7.9 eV
* HOMO energy: -0.5908 hartree

CARTESIAN COORDINATES (ANGSTROEM)
Hf -0.4744 0.8908 -0.0146
C -1.5763 4.1947 -0.2732
O -1.5313 2.8307 -0.8341
C -2.5670 2.6262 -1.8594
C -3.2089 1.2593 -1.6477
O -2.8451 0.7113 -0.3512
C -3.7201 1.3565 0.7070
C -2.9399 1.3941 1.9943
O -1.5789 1.8617 1.7711
C -1.0132 2.2722 3.0629
H -1.7222 4.8698 -1.1258
H -2.4781 4.2097 0.3656
H -0.7588 4.3797 0.3458
H -3.3713 3.3747 -1.7573
H -2.1270 2.7160 -2.8538
H -4.2805 1.3129 -1.7335
H -2.7385 0.4787 -2.2793
H -4.1284 2.3023 0.3205
H -4.5507 0.7171 0.8820
H -3.5416 2.0321 2.6713
H -2.9544 0.3840 2.3636
H -1.7505 2.1712 3.8080
H -0.1910 1.5929 3.2670
H -0.6874 3.3104 2.9917
C 3.2909 2.2883 -2.0766
N 2.6843 2.4548 -0.7592
C 1.8881 3.7115 -0.6252
C 2.6729 1.4424 0.1093
N 1.5025 1.1374 0.7986
C 1.6270 0.4578 2.0626
C 2.4498 0.8802 3.0683
C 2.5791 0.1353 4.2205
C 1.8829 -1.0335 4.4347
C 0.9170 -1.3295 3.4914
C 0.7749 -0.6740 2.2891
N -0.1427 -0.9962 1.2352
C -0.9532 -2.0796 1.2390
N -1.3533 -2.7324 2.3353
C -1.8956 -1.9482 3.4267
C -1.7021 -4.1403 2.1769
N -1.3703 -2.5307 -0.0013
C -2.7098 -3.1229 -0.2585
C -0.4611 -2.5738 -1.1117
N 3.8014 0.6554 0.2406
C 5.1819 1.2503 0.2376
C 3.7694 -0.7750 0.5515
H 2.4694 2.0409 -2.7732
H 4.0881 1.6130 -2.0558
H 3.7012 3.3094 -2.3737
H 2.5106 4.4955 -1.0446
H 1.7001 3.9328 0.4430
H 0.9522 3.6293 -1.2264
H 2.9725 1.8610 2.9222
H 3.4130 0.4657 4.8645
H 2.1232 -1.6366 5.3156
H 0.3690 -2.1762 3.6525
H -1.7547 -0.8621 3.3910
H -1.5435 -2.3278 4.3752
H -2.9975 -1.9447 3.4596
H -1.1255 -4.6722 1.3471
H -2.7650 -4.2858 1.8867
H -1.6087 -4.7055 3.1122
H -3.4950 -2.6052 0.3086
H -2.8126 -4.1805 -0.0381
H -2.8439 -2.9754 -1.3538
H 0.5274 -2.6138 -0.6975
H -1.5655 -1.1685 -2.1536
H -0.5985 -3.4284 -1.7457
H 5.2801 2.1366 -0.4088
H 5.8265 0.5367 -0.2473
H 5.6172 1.5076 1.2194
H 2.7894 -1.1304 0.7256
H 4.4061 -0.9573 1.4156
H 4.0771 -1.3616 -0.3517
N -0.5564 -1.4391 -2.0931
C -0.1638 -1.7543 -3.4531
C -1.1692 -2.0333 -4.4172
C -0.7644 -2.3720 -5.6896
C 0.6328 -2.6020 -5.9144
C 1.5768 -2.4631 -4.9052
C 1.1977 -2.0662 -3.6271
H -2.2240 -1.9853 -4.0597
H -1.4690 -2.5866 -6.5426
H 0.9736 -2.8872 -6.8765
H 2.6181 -2.7016 -5.0821
H 1.8925 -1.9187 -2.7405
O -0.2469 0.9214 -1.9293
N 0.2908 -0.3351 -1.5436

Löwdin atomic charge list, values in e, 4 entries:
1. Hf 1.7301
2. C 0.0043
3. O -0.3481
4. C -0.1109

Asked for total energy across the records above, the calculation gives -154959.153, -585973.096, -88656.795, -51189.959 eV in order.
Asked for F_max across the records above, the calculation gives 0.0148, 0.0129, 0.1241, 0.0634 hartree/bohr in order.